Density functional theory data (wB97M-V/def2-TZVPD) for one molecule with the formula C4H4S2 at a distorted geometry.

Element x y z (Å)
C1 -0.88260 2.61452 -0.07275
C2 -0.82597 1.39559 0.07307
C3 -0.57284 -0.06297 0.19521
S1 -1.71778 -1.25440 -0.20788
C4 0.73713 -0.40968 0.84294
S2 2.12428 -0.29022 -0.32566
H1 -1.04168 3.62155 -0.39124
H2 0.89397 0.26086 1.69404
H3 0.70726 -1.43812 1.24129
H4 2.20217 1.04493 -0.23839

Computed properties:
Net charge ... 0
Lowest unoccupied orbital energy ... -0.0464 Ha
SMILES ... C#CC(=S)CS
HOMO energy ... -9.07 eV
Energy above the lowest of the compared OMol25 structures with the same formula, charge and spin ... 2.359 eV
Maximum force ... 3.0 eV Å⁻¹
Orbital gap ... 7.80 eV

Mulliken atomic charge list, values in e, 5 entries:
1 C 0.138
2 C -0.391
3 C 0.027
4 S -0.171
5 C -0.682